Entry 1:
The following is a DFT calculation (wB97M-V/def2-TZVPD) of a molecular structure, C44H39HgN7OP2S in a non-equilibrium geometry.

The LUMO energy (spin up / spin down) comes out at 2.03 / 2.01 eV. The energy above the lowest of the compared OMol25 structures with the same formula, charge and spin comes out at 0.0 kcal per mole. The value obtained for the total energy is -92325.5637 eV. As for the HOMO-LUMO gap (spin up / spin down): 4.7 / 6.1 eV.

The geometry in ORCA input format:
```
! RIJCOSX wB97M-V def2-TZVPD def2/J DEFGRID3
* xyz -1 2
Hg 0.6590 -1.2234 1.2995
C 5.3771 -2.1723 2.5100
C 3.9597 -2.2251 1.9780
N 2.9859 -1.7918 2.7441
N 3.1683 -1.1455 3.8285
C 2.0209 -0.9590 4.5449
O 0.9172 -1.4768 4.2853
C 2.1488 0.0407 5.5907
C 3.3425 0.5423 6.0916
C 3.2656 1.7023 6.8690
C 2.0445 2.3071 7.0871
C 0.8706 1.7364 6.6174
C 0.8848 0.5694 5.8960
C 3.5958 -2.6546 0.6374
C 4.6128 -3.0155 -0.2625
C 4.2936 -3.2736 -1.5759
C 2.9584 -3.2301 -1.9808
C 1.9937 -2.9329 -1.0282
N 2.3115 -2.5991 0.2383
H 5.3471 -1.7070 3.4864
H 5.8117 -3.1836 2.5694
H 5.9872 -1.5669 1.8479
H 4.2786 0.0307 5.8798
H 4.1637 2.1432 7.2638
H 1.9852 3.2126 7.6543
H -0.0579 2.2573 6.7881
H -0.0288 0.1002 5.5413
H 5.6577 -3.0326 0.0804
H 5.1151 -3.4466 -2.2690
H 2.7329 -3.4148 -3.0146
H 0.9441 -2.9664 -1.3000
C 0.5065 0.3731 -2.2454
P 0.0930 0.8036 -0.4680
C 0.2750 2.6056 -0.4596
C 1.5931 3.1114 -0.6307
C 1.8784 4.4232 -0.2385
C 0.8870 5.2320 0.3146
C -0.4263 4.7838 0.3093
C -0.7364 3.4978 -0.1165
C -1.6629 0.4039 -0.4288
C -2.4340 0.8061 0.6686
C -3.7866 0.5221 0.6789
C -4.3391 -0.3891 -0.2266
C -3.4956 -0.9495 -1.1916
C -2.1793 -0.5582 -1.3064
P 0.0851 1.2679 -3.8859
C -1.1861 2.4988 -3.5740
C -0.8032 3.8414 -3.5822
C -1.7024 4.8296 -3.1797
C -3.0551 4.5250 -2.9583
C -3.4160 3.1945 -2.9943
C -2.5371 2.1842 -3.3870
C -0.7852 -0.0281 -4.8935
C -0.3608 -1.3607 -4.7527
C -1.1353 -2.3599 -5.3289
C -2.3299 -2.0506 -6.0240
C -2.5996 -0.7078 -6.2975
C -1.8156 0.3020 -5.7766
H 0.3024 -0.6961 -2.3578
H 1.5824 0.3838 -2.2498
H 2.3929 2.4841 -1.0653
H 2.8618 4.8433 -0.4524
H 1.1483 6.2164 0.6448
H -1.2374 5.4306 0.6182
H -1.7809 3.1805 -0.1204
H -1.9698 1.3321 1.4758
H -4.4431 0.9568 1.4111
H -5.3887 -0.6358 -0.1466
H -3.8925 -1.6677 -1.8919
H -1.5958 -0.9263 -2.1529
H 0.2297 4.0776 -3.8860
H -1.3025 5.8242 -2.9882
H -3.7343 5.3377 -2.7355
H -4.4044 2.8676 -2.7310
H -2.8712 1.1418 -3.4724
H 0.5736 -1.5886 -4.1499
H -0.8017 -3.3935 -5.2046
H -3.0300 -2.8222 -6.3549
H -3.4492 -0.4648 -6.9216
H -2.0996 1.3360 -5.9902
N -2.7238 -5.3252 -0.4055
C -2.5842 -4.4302 0.6213
C -1.2978 -3.7616 0.8483
N -1.1642 -2.8724 1.8033
C -2.2452 -2.6510 2.6196
C -3.4928 -3.2366 2.3138
N -3.6708 -4.1348 1.3531
H -1.9457 -5.6418 -0.9741
H -3.6560 -5.7036 -0.5881
H -0.4126 -4.0389 0.2701
H -2.1288 -1.9727 3.4418
H -4.3457 -2.9760 2.9180
S 2.6302 2.9890 3.2366
C 1.4874 1.9300 2.7909
N 0.5813 1.1819 2.5493
*
```

Entry 2:
The following is a DFT calculation (wB97M-V/def2-TZVPD) of 4 unconnected molecules or ions with the total composition C23H44BrClNO7S3.

The LUMO energy comes out at -4.18 eV. The energy above the lowest of the compared OMol25 structures with the same formula, charge and spin comes out at 0.0 kcal per mole. The value obtained for the total energy is -155450.3569 eV. As for the HOMO-LUMO gap: 7.6 eV.

The geometry in ORCA input format:
```
! RIJCOSX wB97M-V def2-TZVPD def2/J DEFGRID3
* xyz 1 1
C -7.3419 -0.7044 -5.3656
O -6.3615 -1.7076 -5.1860
C -5.1337 -1.3220 -5.7446
C -4.0662 -2.3932 -5.5113
C -2.7276 -1.8584 -4.9869
C -2.3735 -2.1164 -3.5222
C -1.3402 -1.1144 -3.0002
N -1.4964 -1.2358 -1.5137
C -0.5305 -0.8240 -0.4733
C 0.0046 0.6030 -0.5411
C 0.8694 0.8583 0.6927
Br 1.0821 0.9151 -2.1255
C -2.6319 -1.7408 -1.2275
C -3.4592 -2.0258 -2.4383
Cl -4.5300 -0.6010 -2.5167
H -7.1471 0.1476 -4.7073
H -7.3544 -0.3511 -6.3987
H -8.3067 -1.1403 -5.1370
H -5.2620 -1.1757 -6.8217
H -4.8226 -0.3544 -5.3291
H -3.8748 -2.8627 -6.4747
H -4.4705 -3.1735 -4.8677
H -1.9241 -2.3413 -5.5453
H -2.6473 -0.7936 -5.2082
H -1.9729 -3.1236 -3.3911
H -1.6044 -0.0938 -3.2687
H -0.3224 -1.3437 -3.2872
H -1.0843 -0.8935 0.4634
H 0.2887 -1.5401 -0.4427
H -0.8276 1.3036 -0.5601
H 1.0261 1.9201 0.8433
H 0.4236 0.4204 1.5835
H 1.8501 0.4082 0.5593
H -2.9783 -1.9282 -0.2197
H -4.1045 -2.8897 -2.3107
C -8.1860 -1.8017 -1.5037
C -9.7043 -1.6280 -1.6566
C -10.2502 -1.1741 -0.2962
S -8.9083 -0.2839 0.5065
O -8.4863 -1.0225 1.6681
O -9.2194 1.1164 0.5995
C -7.6968 -0.5477 -0.7874
H -7.6892 -1.9325 -2.4625
H -7.9729 -2.6826 -0.8939
H -9.9108 -0.8674 -2.4119
H -10.1862 -2.5492 -1.9787
H -11.1019 -0.5041 -0.3738
H -10.4993 -2.0159 0.3461
H -6.7202 -0.6573 -0.3225
H -7.7107 0.3298 -1.4341
C 6.5355 -0.2080 1.6586
C 6.2194 -0.6667 3.0884
C 5.4837 0.4853 3.7790
S 4.6247 1.3778 2.4831
O 5.1683 2.7065 2.3737
O 3.1930 1.2070 2.6135
C 5.2419 0.3946 1.1171
H 6.8806 -1.0306 1.0340
H 7.3184 0.5516 1.6829
H 5.5853 -1.5561 3.0626
H 7.1255 -0.9181 3.6353
H 4.7568 0.1581 4.5172
H 6.1915 1.1786 4.2173
H 5.3731 1.0439 0.2544
H 4.4991 -0.3749 0.9030
C 10.9512 3.3987 5.1200
C 9.8517 4.4066 5.4857
C 8.5174 3.8247 5.0002
S 8.7175 2.0393 5.0426
O 8.6322 1.5257 3.6942
O 7.8815 1.4647 6.0676
C 10.4299 2.0329 5.5579
H 11.8959 3.6344 5.6062
H 11.1190 3.4027 4.0413
H 9.8243 4.5404 6.5682
H 10.0334 5.3822 5.0393
H 7.6768 4.0854 5.6374
H 8.2969 4.0941 3.9692
H 10.9311 1.1890 5.0904
H 10.4386 1.9236 6.6417
*
```

Entry 3:
The following is a DFT calculation (wB97M-V/def2-TZVPD) of a gas-phase ion, C5H13N2 (charge +1) in a non-equilibrium geometry.

The LUMO energy comes out at -3.40 eV. The SMILES is N/C=C\CCC[NH3+]. The energy above the lowest of the compared OMol25 structures with the same formula, charge and spin comes out at 72.2 kcal per mole. The value obtained for the total energy is -8367.6808 eV. As for the HOMO-LUMO gap: 8.0 eV.

The geometry in ORCA input format:
```
! RIJCOSX wB97M-V def2-TZVPD def2/J DEFGRID3
* xyz 1 1
N 0.8341 -0.9146 1.7964
C -0.3386 -1.5473 1.3438
C -1.4584 -0.8535 1.0219
C -1.5465 0.3678 0.1202
C -0.7927 0.4242 -1.2152
C 0.5429 1.1172 -1.3524
N 1.7724 0.4644 -0.7390
H 0.6463 0.0303 2.1127
H 1.3696 -1.4511 2.4534
H -0.3252 -2.6047 1.1975
H -2.3979 -1.2529 1.3749
H -1.4031 1.2917 0.6469
H -2.5722 0.3348 -0.2292
H -0.6647 -0.6322 -1.4545
H -1.3531 0.8284 -2.0414
H 0.9019 1.3649 -2.3524
H 0.4625 2.0753 -0.9176
H 2.3630 1.0973 -0.2008
H 2.4234 0.1405 -1.4541
H 1.5363 -0.2806 -0.1111
*
```

Entry 4:
The following is a DFT calculation (wB97M-V/def2-TZVPD) of a molecular structure, C31H44BrN3OP2Pd in a non-equilibrium geometry.

The LUMO energy comes out at 0.07 eV. The energy above the lowest of the compared OMol25 structures with the same formula, charge and spin comes out at 91.5 kcal per mole. The value obtained for the total energy is -131472.5015 eV. As for the HOMO-LUMO gap: 6.3 eV.

The geometry in ORCA input format:
```
! RIJCOSX wB97M-V def2-TZVPD def2/J DEFGRID3
* xyz 0 1
C -6.6548 -1.8309 -6.0599
C -5.4484 -1.2014 -6.4921
C -5.2358 -1.0366 -7.8859
C -6.1852 -1.5988 -8.7441
N -7.2617 -2.2458 -8.3494
C -7.4969 -2.3293 -7.0555
C -4.3793 -0.8035 -5.5734
C -3.3778 -0.8562 -4.8569
C -2.4205 -1.3054 -3.9067
C -2.3519 -0.8483 -2.5760
C -1.3139 -1.3014 -1.7362
C -0.5802 -2.4817 -2.0949
C -0.6601 -2.9276 -3.4297
C -1.4968 -2.2717 -4.3249
Pd -0.6746 0.8537 -3.1422
P -0.2418 2.7063 -0.6538
H -4.3732 -0.5297 -8.3415
H -6.9646 -1.9778 -5.0167
H -6.0897 -1.5425 -9.8155
H -8.4160 -2.8409 -6.8226
H -1.4565 -2.7038 -5.3177
H -3.1579 -0.2475 -2.1724
H -0.1482 -3.8210 -3.8183
H -1.4913 -1.1359 -0.6861
C 1.2188 3.3290 0.3661
C 1.7890 4.6963 0.0541
H 2.0063 2.5647 0.3201
H 0.8005 3.3078 1.3812
H 2.6749 4.8197 0.6957
H 2.1006 4.8025 -0.9990
H 1.1092 5.5210 0.3203
C -0.4230 3.5863 -2.3010
C -1.8186 3.9439 -2.7834
H -0.1939 2.7793 -3.0904
H 0.3569 4.3658 -2.4131
H -1.7350 4.0238 -3.8790
H -2.4531 3.0678 -2.5711
H -2.1889 4.8667 -2.3317
C -1.5789 3.5401 0.2395
C -1.4211 5.0418 0.3522
H -1.5727 3.0979 1.2429
H -2.5057 3.2449 -0.2740
H -2.3711 5.4069 0.7443
H -0.6494 5.2947 1.0865
H -1.2228 5.5301 -0.6086
Br 0.4780 -3.4441 -0.8748
P 1.8910 0.3466 -2.8355
C 2.2537 2.1641 -2.8195
C 3.2906 3.0693 -3.4835
H 2.0915 2.4398 -1.7545
H 1.3686 2.5182 -3.3571
H 2.8807 4.1086 -3.5063
H 4.2348 3.0090 -2.9281
H 3.4186 2.7217 -4.5130
C 3.3771 -0.5282 -2.0694
C 4.2962 -1.4263 -2.9386
H 2.8582 -1.1079 -1.2742
H 4.0396 0.1532 -1.4991
H 4.8221 -2.1738 -2.3055
H 3.6845 -1.9079 -3.7170
H 5.0813 -0.8203 -3.4198
C 1.1342 -0.3770 -4.3559
C 1.4615 -0.1746 -5.8407
H -0.0130 -0.0950 -4.4397
H 1.0910 -1.4575 -4.1880
H 0.7429 -0.7703 -6.4430
H 1.3669 0.8783 -6.1111
H 2.4720 -0.4987 -6.0579
N -1.5842 -2.8218 5.2290
C -2.3936 -1.9830 4.4931
O -3.6065 -1.8994 4.6592
C -1.6962 -1.2065 3.4045
C -0.4721 -1.6497 2.8744
C -0.0389 -1.0427 1.6656
N -0.6709 -0.0006 1.0911
C -1.8080 0.4454 1.6660
C -2.3561 -0.0974 2.8361
H -2.0824 -3.3381 5.9422
H -0.5663 -2.7579 5.2673
H 0.1228 -2.4376 3.3714
H 0.8356 -1.4520 1.1340
H -2.3313 1.2506 1.1579
H -3.2837 0.2806 3.2870
*
```

Entry 5:
The following is a DFT calculation (wB97M-V/def2-TZVPD) of 2 unconnected molecules or ions with the total composition C14H21N2 in a non-equilibrium geometry.

The LUMO energy comes out at -5.87 eV. The energy above the lowest of the compared OMol25 structures with the same formula, charge and spin comes out at 99.7 kcal per mole. The value obtained for the total energy is -17829.3921 eV. As for the HOMO-LUMO gap: 4.0 eV.

The geometry in ORCA input format:
```
! RIJCOSX wB97M-V def2-TZVPD def2/J DEFGRID3
* xyz 1 1
C 1.0732 1.1494 1.7776
C 2.2562 0.5917 2.6283
C 1.8270 -0.8266 2.9175
C 0.5962 -1.1104 2.3499
C 0.0982 0.0008 1.6032
C -1.2958 0.1560 1.2655
C -2.1583 -0.9657 1.3168
C -3.5454 -0.8435 1.1240
C -4.1199 0.4201 0.9145
C -3.2920 1.5508 0.8905
C -1.9070 1.4241 1.0498
H 0.5243 1.9177 2.3467
H 1.4553 1.6903 0.8798
H 3.2383 0.6588 2.1295
H 2.3523 1.1933 3.5493
H 2.4511 -1.5046 3.5102
H 0.0600 -2.0620 2.4328
H -1.7485 -1.9461 1.6001
H -4.1727 -1.7381 1.1830
H -5.1881 0.5050 0.7371
H -3.7412 2.5371 0.7676
H -1.2869 2.3261 1.0834
C 0.3347 -1.9179 -1.5274
N 1.4222 -1.0377 -1.9352
N 1.0208 0.1596 -2.5887
C 2.0961 1.1334 -2.4218
C 0.6213 -0.0717 -3.9739
H 0.6994 -2.9432 -1.4870
H -0.0296 -1.6829 -0.5164
H -0.4510 -1.8043 -2.2808
H 2.0978 -0.7843 -1.1894
H 1.7961 2.1174 -2.7606
H 2.3361 1.2049 -1.3475
H 2.9951 0.8479 -2.9745
H 0.1602 0.8417 -4.3812
H 1.4967 -0.2834 -4.6071
H -0.0722 -0.9037 -4.0654
*
```

Entry 6:
The following is a DFT calculation (wB97M-V/def2-TZVPD) of a single C4H4O molecule in a non-equilibrium geometry.

The LUMO energy comes out at 1.13 eV. The SMILES is c1ccoc1. The energy above the lowest of the compared OMol25 structures with the same formula, charge and spin comes out at 25.0 kcal per mole. The value obtained for the total energy is -6258.2940 eV. As for the HOMO-LUMO gap: 10.0 eV.

The geometry in ORCA input format:
```
! RIJCOSX wB97M-V def2-TZVPD def2/J DEFGRID3
* xyz 0 1
C -0.3164 -0.6156 -0.7342
C 0.7201 -0.7357 0.2373
C 0.8447 0.4962 0.8109
O -0.1031 1.3260 0.3145
C -0.8432 0.6101 -0.5757
H -0.5967 -1.4374 -1.3775
H 0.5421 -1.6780 0.7111
H 1.5191 0.9777 1.5097
H -1.7666 1.0567 -0.8961
*
```